Entry from the Open Molecules 2025 dataset: an isolated molecule of C3H6Cl2S at a distorted geometry (the ωB97M-V functional and the def2-TZVPD basis).

The geometry in XYZ format:
```
12
Properties=species:S:1:pos:R:3:forces:R:3
C -1.5130 0.8136 -0.0178 0.1 0.1 0.0
C -0.6373 -0.3243 0.3900 3.7 -0.4 -0.1
C 1.1294 -0.1745 -0.0310 -3.5 0.0 0.1
S 1.9526 -1.7627 0.1706 -0.2 0.1 0.0
Cl 1.1495 0.3219 -1.7399 0.1 0.0 -0.1
Cl 1.8212 1.1278 0.9473 0.0 0.0 0.1
H -2.4961 0.6192 0.4141 -0.1 0.1 0.0
H -1.1514 1.7595 0.3733 0.0 0.2 0.0
H -1.6201 0.8819 -1.0951 0.0 0.1 -0.1
H -0.9056 -1.2692 -0.0720 0.0 -0.1 0.0
H -0.5772 -0.4353 1.4715 -0.1 -0.1 0.0
H 2.8480 -1.5577 -0.8110 0.0 0.0 0.2
```
Forces are in eV/Å.

The SMILES is CCC(S)(Cl)Cl. Its multiplicity is 1. The HOMO-LUMO gap is 10.32 eV. The energy relative to the best compared isomer or geometry (same formula, charge and spin) comes out at 12.4 kcal per mole. For the HOMO energy, the calculation gives -0.35471 Ha.

Just the Mulliken charges please, in e? Sure, here they are: -1.011 -0.676 0.255 -0.168 -0.154 -0.134 0.335 0.292 0.340 0.378 0.384 0.159



Entry from the Open Molecules 2025 dataset: a structure of composition C25H14Cl5N5Pt (the ωB97M-V functional and the def2-TZVPD basis).

The geometry in XYZ format:
```
50
Properties=species:S:1:pos:R:3:forces:R:3
Pt 1.1726 1.4554 -0.3178 0.0 -0.2 0.0
N -8.2642 -2.5718 -0.0728 0.0 0.0 0.0
C -7.2008 -2.1374 -0.0646 0.0 0.0 0.0
C -5.8671 -1.5940 -0.0539 0.0 0.0 0.0
C -5.3852 -0.9176 -1.1715 0.0 0.0 0.0
C -4.1005 -0.4036 -1.1595 0.0 0.0 0.0
C -3.2972 -0.5468 -0.0322 0.0 0.0 0.0
C -3.7862 -1.2220 1.0825 0.0 0.0 0.0
C -5.0649 -1.7501 1.0736 0.0 0.0 0.0
C -1.9175 0.0133 -0.0295 0.0 0.0 0.1
C -1.6360 1.0273 0.8825 0.0 -0.1 0.0
C -2.5055 1.6029 1.8482 0.0 0.0 -0.1
C -1.7568 2.4940 2.5789 0.0 0.0 0.0
C -0.4529 2.4450 2.0397 0.0 0.0 0.0
N -0.3733 1.5805 1.0377 -0.1 0.0 0.0
C -0.9931 -0.5888 -0.8846 0.0 0.0 0.0
C -1.1400 -1.8609 -1.4974 0.0 0.0 0.0
C 0.0967 -2.2287 -1.9770 0.0 0.0 0.0
C 0.9686 -1.1666 -1.6756 0.0 0.0 0.0
N 0.3283 -0.1846 -1.0516 -0.1 0.0 0.0
H -6.0173 -0.8008 -2.0410 0.0 0.0 0.0
H -3.7129 0.1167 -2.0255 0.0 0.0 0.0
H -3.1548 -1.3354 1.9542 0.0 0.0 0.0
H -5.4470 -2.2836 1.9331 0.0 0.0 0.0
H -3.5508 1.3699 1.9673 0.0 0.0 0.0
H -2.0804 3.1134 3.3986 0.0 0.0 0.0
H 0.4068 3.0187 2.3521 0.0 0.0 0.0
H -2.0531 -2.4329 -1.5223 0.0 0.0 0.0
H 0.3682 -3.1410 -2.4808 0.0 0.0 0.0
H 2.0218 -1.0951 -1.8845 0.0 0.0 0.0
Cl 2.2044 0.6144 -3.9871 0.0 0.0 0.0
C 3.2045 1.4686 -2.8596 0.0 -0.1 0.0
C 2.7481 1.7217 -1.5702 0.0 0.1 0.0
C 3.5439 2.5971 -0.8529 0.0 0.0 0.0
Cl 2.6850 3.0737 0.6245 0.1 0.1 0.0
C 4.7562 3.1287 -1.2221 0.0 0.0 0.0
Cl 5.6107 4.1951 -0.1833 0.0 0.0 0.0
C 5.2338 2.7594 -2.4782 0.0 0.0 0.0
Cl 6.7633 3.3366 -3.0088 0.0 0.0 0.0
C 4.4458 1.9517 -3.2989 0.0 0.0 0.0
Cl 5.0131 1.5633 -4.8760 0.0 0.0 0.0
N 3.8698 -0.8816 2.4036 0.0 0.0 0.0
C 3.9191 -2.1279 2.9204 0.0 0.0 0.0
C 2.7476 -2.7444 2.5571 0.0 0.0 0.0
C 2.0533 -1.7692 1.8128 0.0 0.0 0.0
N 2.7397 -0.6429 1.7241 0.1 0.1 0.0
H 4.5635 -0.1592 2.4709 0.0 0.0 0.0
H 4.7643 -2.4712 3.4922 0.0 0.0 0.0
H 2.4396 -3.7477 2.7924 0.0 0.0 0.0
H 1.0891 -1.8413 1.3328 0.0 0.0 0.0
```
Forces are in eV/Å.

Its multiplicity is 1. The HOMO-LUMO gap is 6.86 eV. The energy relative to the best compared isomer or geometry (same formula, charge and spin) comes out at 21.0 kcal per mole. For the HOMO energy, the calculation gives -0.29335 Ha.

Just the Mulliken charges please, in e? Sure, here they are: 0.790 -0.514 -0.081 0.604 -0.898 0.010 -0.540 -0.256 -0.852 0.738 0.735 -0.585 -1.104 -0.223 -0.163 0.021 -0.112 -1.603 -0.527 -0.208 0.449 0.511 0.561 0.452 0.536 0.431 0.379 0.543 0.435 0.800 -0.151 0.860 -1.079 0.805 -0.276 -0.436 -0.185 0.647 -0.184 -0.188 -0.176 -0.057 -0.220 -0.812 -0.119 -0.100 0.162 0.432 0.354 0.391



Entry from the Open Molecules 2025 dataset: the ion C4H8N3O2 with charge +1 at a distorted geometry (the ωB97M-V functional and the def2-TZVPD basis).

The geometry in XYZ format:
```
17
Properties=species:S:1:pos:R:3:forces:R:3
N 1.9042 -1.0684 -0.4768 -1.8 -0.1 0.4
C 0.7866 -0.4866 0.0078 1.0 -1.1 -0.4
C 0.9097 0.9296 0.4125 1.4 2.3 0.9
C -0.2255 1.5833 -0.3882 -0.6 2.4 0.1
N -1.3757 1.1582 -0.6220 -1.0 -3.8 0.9
C -1.7112 -0.3454 0.0409 1.0 3.9 -3.0
O -1.9841 -0.0711 1.3148 -0.9 -0.3 1.7
O -2.7656 -0.8374 -0.6711 0.9 -0.6 0.4
N -0.3804 -1.0859 -0.1828 -1.2 0.9 1.4
H 2.8030 -0.8175 -0.1402 0.6 0.4 0.1
H 1.8215 -1.9094 -1.0189 0.2 -0.3 0.0
H 2.0044 1.2871 0.1559 -2.4 -0.5 0.0
H 0.8312 1.3994 1.4923 -0.4 -1.9 -1.7
H -0.2980 2.6525 -0.6480 1.6 -0.2 0.1
H -2.8640 0.4112 1.4856 1.8 -1.1 -1.0
H -2.7658 -0.4445 -1.5596 0.0 0.0 0.2
H -0.4072 -2.0568 -0.4692 -0.2 0.0 -0.1
```
Forces are in eV/Å.

Its total charge is +1. The SMILES is [NH2+]=C1CC=NC(O)(O)N1. Its multiplicity is 1. The HOMO-LUMO gap is 9.75 eV. The energy relative to the best compared isomer or geometry (same formula, charge and spin) comes out at 48.4 kcal per mole. For the HOMO energy, the calculation gives -0.50488 Ha.

Just the Mulliken charges please, in e? Sure, here they are: -0.372 0.787 -0.684 -0.170 -0.572 0.664 -0.520 -0.506 -0.177 0.246 0.209 0.277 0.316 0.426 0.414 0.373 0.288



Entry from the Open Molecules 2025 dataset: an isolated molecule of C4H10N2Si at a distorted geometry (the ωB97M-V functional and the def2-TZVPD basis).

The geometry in XYZ format:
```
17
Properties=species:S:1:pos:R:3:forces:R:3
C 1.1626 -0.0782 0.2553 -3.3 2.3 0.9
C 0.5997 -1.1639 -0.2608 -0.7 -1.0 -1.3
C 1.2477 2.2260 0.6981 0.8 2.2 0.9
C -1.2329 -2.2921 -1.2132 -2.7 -0.8 0.5
N 0.4400 1.0760 0.5903 -0.5 -1.8 -0.5
N -0.6873 -1.3587 -0.3485 -0.2 2.5 1.6
Si -1.2466 1.0873 0.5887 -0.6 -2.9 0.6
H 2.1144 -0.0553 0.5110 4.4 0.2 0.7
H 1.3295 -1.7319 -0.7947 0.3 -1.2 -0.4
H 1.9522 2.0328 1.5876 -0.7 0.8 -1.4
H 1.8168 2.4254 -0.2660 -0.5 -0.1 1.3
H 0.5467 3.1046 0.9481 1.4 -1.0 -0.4
H -0.6148 -2.7651 -1.8879 1.9 -0.8 -1.8
H -1.7014 -3.1127 -0.6562 0.0 -0.1 0.3
H -2.0816 -1.8935 -1.7643 0.0 0.3 -0.2
H -1.8608 0.0387 1.6337 0.4 1.7 -1.2
H -1.7842 2.4607 0.3789 0.1 -0.2 0.3
```
Forces are in eV/Å.

Its multiplicity is 1. The HOMO-LUMO gap (alpha / beta) is 6.41 / 6.47 eV. The energy relative to the best compared isomer or geometry (same formula, charge and spin) comes out at 84.8 kcal per mole. For the HOMO energy (alpha / beta), the calculation gives -0.24226 / -0.24364 Ha.

Just the Mulliken charges please, in e? Sure, here they are: -0.833 0.208 -0.899 -0.985 0.284 -0.334 0.126 0.439 0.277 0.290 0.302 0.284 0.380 0.283 0.285 -0.010 -0.098



Entry from the Open Molecules 2025 dataset: a structure of composition C21H19BBrF4N5O3PdS2 (the ωB97M-V functional and the def2-TZVPD basis).

The geometry in XYZ format:
```
57
Properties=species:S:1:pos:R:3:forces:R:3
Pd 0.2381 0.0908 0.7293 -0.1 0.2 0.1
Br -5.0334 -2.5541 4.6791 -0.1 0.0 0.1
C -3.5276 -2.3573 3.5825 0.2 0.0 -0.1
C -3.6011 -2.7328 2.2440 0.0 0.0 0.0
C -2.4966 -2.5694 1.4244 0.0 0.0 0.0
C -1.3305 -2.0359 1.9597 0.0 -0.1 0.1
C -1.2455 -1.6683 3.2958 0.0 0.0 0.0
C -2.3526 -1.8365 4.1119 0.0 0.0 0.0
N -0.2169 -1.7709 1.1120 0.1 0.0 -0.2
C 0.5309 -2.6635 0.5872 -0.1 0.1 0.1
C 1.5834 -2.1993 -0.3059 -0.1 0.0 0.0
C 2.4898 -3.0344 -0.9155 0.1 0.0 -0.1
C 3.4438 -2.4737 -1.7659 -0.1 0.0 0.0
C 3.4329 -1.1100 -1.9671 0.0 0.0 0.0
C 2.4877 -0.3282 -1.3068 0.1 0.0 0.0
N 1.5856 -0.8542 -0.4963 0.0 -0.2 0.0
H -4.5149 -3.1585 1.8526 0.0 0.0 0.0
H -2.5385 -2.8520 0.3794 0.0 0.0 0.0
H -0.3254 -1.2539 3.6901 0.0 0.0 0.0
H -2.3036 -1.5544 5.1538 0.0 0.0 0.0
H 0.3759 -3.7157 0.8075 0.0 0.0 0.0
H 2.4585 -4.0989 -0.7293 0.0 0.0 0.0
H 4.1766 -3.0998 -2.2555 0.0 0.0 0.0
H 4.1520 -0.6291 -2.6141 0.0 0.0 0.0
H 2.4886 0.7430 -1.4353 0.0 0.0 0.0
F 2.0994 2.1556 2.5289 0.0 0.0 -0.1
B 2.9230 0.9579 2.3370 0.0 0.1 0.0
F 2.0534 -0.1400 2.5694 -0.1 0.0 0.0
F 3.9808 0.9750 3.1710 0.0 0.0 0.0
F 3.2720 0.9659 0.9684 0.0 0.0 0.0
O 0.7426 2.0706 0.4042 0.2 -0.1 -0.1
H 1.4419 2.1564 -0.2600 -0.1 0.1 -0.1
H 1.2554 2.2754 1.2465 -0.1 0.1 0.2
N 1.2327 6.8981 3.9026 0.0 0.0 0.0
C 0.5271 5.7661 3.8467 0.0 0.0 0.0
C 1.0779 4.5538 4.3300 0.0 0.0 0.0
C 0.3533 3.4004 4.2827 0.0 0.0 0.0
C -0.9513 3.4201 3.7490 0.0 0.0 0.0
C -1.5162 4.6195 3.2647 0.0 0.0 0.0
C -0.7891 5.7696 3.3061 0.0 0.0 0.0
S -1.8867 2.0155 3.8226 -0.1 0.0 0.1
O -3.2920 2.3266 3.8241 0.0 0.0 0.0
O -1.3326 1.0321 4.6813 0.0 0.0 0.0
N -1.6283 1.3155 2.2290 0.2 -0.1 -0.4
C -2.5604 1.2628 1.3742 -0.1 0.0 0.3
S -4.3108 1.7415 1.5990 0.1 0.0 -0.1
C -4.5764 1.3341 0.0405 0.0 -0.1 0.0
C -3.3961 0.8077 -0.6275 0.1 0.0 0.1
N -2.3354 0.7696 0.0980 -0.1 0.0 -0.2
H 2.1539 6.9163 4.3070 0.0 0.0 0.0
H 0.8446 7.7731 3.5937 0.0 0.0 0.0
H 2.0765 4.5469 4.7461 0.0 0.0 0.0
H 0.7673 2.4791 4.6650 0.0 0.0 0.0
H -2.5324 4.6314 2.8944 0.0 0.0 0.0
H -1.2158 6.6992 2.9534 0.0 0.0 0.0
H -5.5530 1.4273 -0.4196 0.0 0.0 0.0
H -3.3975 0.4676 -1.6545 0.0 0.0 0.0
```
Forces are in eV/Å.

Its total charge is +2. Its multiplicity is 1. The HOMO-LUMO gap (alpha / beta) is 4.02 / 3.91 eV. The energy relative to the best compared isomer or geometry (same formula, charge and spin) comes out at 17.0 kcal per mole. For the HOMO energy (alpha / beta), the calculation gives -0.50012 / -0.49812 Ha.

Just the Mulliken charges please, in e? Sure, here they are: 0.958 -0.093 -0.085 -0.656 -0.401 -0.381 -0.128 -0.444 0.182 -0.243 0.579 -0.786 -0.315 -0.862 0.011 -0.083 0.495 0.550 0.569 0.480 0.464 0.462 0.465 0.436 0.392 -0.364 0.382 -0.287 -0.262 -0.291 -0.677 0.328 0.531 -0.426 1.113 -0.797 -0.279 0.246 -0.696 -0.765 1.078 -0.773 -0.638 0.232 0.180 0.222 -0.051 -0.435 -0.064 0.222 0.211 0.337 0.413 0.481 0.351 0.454 0.458



Entry from the Open Molecules 2025 dataset: an isolated molecule of C15H21N3O2S (the ωB97M-V functional and the def2-TZVPD basis).

The geometry in XYZ format:
```
42
Properties=species:S:1:pos:R:3:forces:R:3
C 4.7263 -2.3923 -4.4541 -0.1 -0.2 0.4
C 4.6335 -3.5199 -3.4295 0.1 0.0 -0.4
O 4.4073 -3.0495 -2.1174 0.0 0.1 0.2
C 3.1708 -2.6021 -1.7496 -0.1 0.1 0.3
C 2.0169 -2.6911 -2.5394 0.3 -0.2 -0.3
C 0.7916 -2.2377 -2.0910 0.0 0.1 0.3
C 0.7187 -1.6819 -0.8236 0.8 -0.1 0.1
N -0.3507 -1.1584 -0.1346 -0.4 0.2 0.3
C 0.1365 -0.7799 1.0095 -0.4 0.0 -0.1
S -0.7691 -0.0511 2.3001 -0.1 0.0 0.3
C -2.4086 -0.0062 1.5059 0.4 0.0 -0.1
C -2.5821 1.1236 0.4979 0.0 0.0 0.0
N -3.1069 2.3291 1.1125 0.0 0.0 -0.1
C -3.6549 3.2496 0.1302 -0.1 0.3 0.2
C -4.2916 4.4336 0.8578 -0.1 -0.2 -0.4
O -3.3538 5.1083 1.6610 0.1 0.2 0.0
C -2.7927 4.2241 2.6023 0.3 -0.2 0.1
C -2.1242 3.0288 1.9244 -0.2 0.3 0.2
N 1.4802 -1.0084 1.1433 0.0 0.1 0.1
C 1.8873 -1.5964 -0.0301 -0.2 -0.2 -0.7
C 3.1126 -2.0467 -0.4732 0.1 -0.1 -0.1
H 5.5150 -1.7006 -4.1689 0.1 0.1 0.0
H 3.7910 -1.8410 -4.5106 -0.1 0.1 -0.1
H 4.9543 -2.8045 -5.4333 0.0 0.0 -0.1
H 5.5938 -4.0398 -3.3648 -0.2 0.0 0.0
H 3.8683 -4.2503 -3.7201 0.1 0.0 0.1
H 2.0671 -3.1284 -3.5237 0.1 0.0 -0.1
H -0.0879 -2.3133 -2.7097 -0.1 0.0 -0.1
H -3.1310 0.0923 2.3143 0.0 0.0 0.0
H -2.5115 -0.9712 1.0143 -0.1 0.0 0.1
H -3.3146 0.7918 -0.2428 0.1 0.0 0.0
H -1.6307 1.2978 -0.0319 -0.1 0.0 0.0
H -4.4176 2.7318 -0.4556 0.0 0.0 0.0
H -2.8737 3.6241 -0.5551 -0.1 0.0 0.0
H -4.6703 5.1670 0.1438 0.0 -0.1 0.0
H -5.1205 4.0656 1.4814 0.0 0.0 -0.1
H -2.0620 4.8025 3.1700 0.0 -0.1 0.0
H -3.5776 3.8573 3.2812 0.1 0.0 0.0
H -1.7412 2.3543 2.6907 0.0 0.1 0.0
H -1.2779 3.3842 1.3092 0.0 -0.1 0.1
H 2.0395 -0.7984 1.9518 0.0 0.0 -0.1
H 4.0066 -1.9886 0.1258 0.2 0.0 0.0
```
Forces are in eV/Å.

The SMILES is CCOc1ccc2nc(SCCN3CCOCC3)[nH]c2c1. Its multiplicity is 1. The HOMO-LUMO gap is 8.19 eV. The energy relative to the best compared isomer or geometry (same formula, charge and spin) comes out at 51.1 kcal per mole. For the HOMO energy, the calculation gives -0.27916 Ha.

Just the Mulliken charges please, in e? Sure, here they are: -1.034 -0.425 -0.446 0.847 -0.058 -1.331 0.388 -0.464 0.116 -0.217 -0.959 -0.707 0.015 -0.567 -0.645 -0.378 -0.780 -0.233 -0.037 0.548 -1.061 0.301 0.338 0.353 0.314 0.338 0.336 0.424 0.472 0.503 0.343 0.435 0.396 0.334 0.353 0.347 0.366 0.364 0.239 0.271 0.182 0.418